A molecular structure, C41H47N7O6Ta, computed with ωB97M-V with the def2-TZVPD basis set.

Geometry as XYZ:
```
102
Properties=species:S:1:pos:R:3:lowdin_charge:R:1
Ta -0.21 0.33 -0.06 2.01
O 1.25 0.17 -1.02 -0.26
C 2.43 0.75 -1.50 -0.39
C 2.42 2.19 -0.90 -0.04
C 1.20 2.93 -1.33 -0.22
C 1.27 3.94 -2.29 0.04
C 0.11 4.59 -2.69 0.03
C -1.09 4.22 -2.12 0.03
C -1.12 3.18 -1.19 -0.23
C -2.43 2.64 -0.71 -0.02
C -2.68 1.31 -1.50 -0.38
O -1.58 0.50 -1.18 -0.24
C -3.93 0.53 -1.12 -0.20
C -3.98 -0.76 -1.66 -0.04
C -5.07 -1.57 -1.42 -0.05
C -6.12 -1.11 -0.64 -0.05
C -6.06 0.16 -0.09 -0.05
C -4.97 0.99 -0.33 -0.03
C -2.79 1.66 -2.98 -0.17
C -1.69 1.56 -3.81 -0.03
C -1.79 1.85 -5.16 -0.04
C -3.00 2.28 -5.68 -0.05
C -4.10 2.41 -4.85 -0.04
C -4.00 2.11 -3.50 -0.01
N 0.01 2.57 -0.81 0.09
C 2.46 0.82 -3.02 -0.18
C 1.46 0.21 -3.77 -0.05
C 1.49 0.29 -5.15 -0.06
C 2.52 0.95 -5.79 -0.05
C 3.55 1.51 -5.04 -0.04
C 3.52 1.44 -3.66 -0.02
C 3.62 -0.10 -1.06 -0.16
C 4.55 0.27 -0.10 -0.04
C 5.61 -0.58 0.20 -0.05
C 5.74 -1.80 -0.45 -0.05
C 4.80 -2.18 -1.40 -0.05
C 3.74 -1.33 -1.69 -0.02
H 3.32 2.71 -1.22 0.14
H 2.41 2.09 0.19 0.10
H 2.22 4.19 -2.73 0.13
H 0.16 5.36 -3.44 0.13
H -2.01 4.71 -2.41 0.14
H -3.23 3.35 -0.93 0.15
H -2.40 2.45 0.36 0.11
H -3.17 -1.10 -2.28 0.13
H -5.11 -2.56 -1.87 0.12
H -6.99 -1.73 -0.48 0.12
H -6.88 0.52 0.51 0.11
H -4.97 1.98 0.08 0.12
H -0.74 1.24 -3.39 0.08
H -0.92 1.74 -5.79 0.10
H -3.08 2.49 -6.74 0.12
H -5.04 2.76 -5.26 0.12
H -4.87 2.22 -2.87 0.12
H 0.69 -0.35 -3.26 0.11
H 0.72 -0.20 -5.73 0.12
H 2.54 1.03 -6.86 0.12
H 4.39 1.98 -5.54 0.12
H 4.34 1.84 -3.09 0.13
H 4.50 1.23 0.40 0.11
H 6.34 -0.28 0.93 0.12
H 6.57 -2.44 -0.23 0.12
H 4.89 -3.12 -1.92 0.12
H 3.02 -1.62 -2.44 0.13
C 3.03 -3.31 1.39 0.01
O 3.13 -2.06 2.09 0.03
C 2.20 -1.17 1.88 -0.56
O 1.19 -1.35 1.19 -0.05
N 2.40 -0.02 2.55 0.05
N 1.54 1.08 2.35 0.06
H 3.94 -3.85 1.63 0.12
H 2.96 -3.13 0.32 0.09
H 2.16 -3.88 1.73 0.10
H 3.22 0.07 3.15 0.18
H 2.10 1.94 2.32 0.11
H 0.90 1.17 3.15 0.11
N -1.50 -1.70 0.90 0.05
C -2.69 -1.09 1.52 -0.26
C -3.31 -1.86 2.70 -0.11
C -2.53 -1.91 4.02 -0.14
C -2.39 -0.59 4.78 -0.16
N -3.69 0.03 4.98 0.09
C -3.93 1.33 5.03 -0.45
N -5.17 1.78 4.91 0.23
N -2.95 2.21 5.23 0.23
C -2.39 0.38 1.88 -0.56
O -3.22 1.08 2.40 0.11
O -1.19 0.78 1.54 -0.20
H -1.77 -2.47 0.30 0.13
H -0.90 -2.09 1.63 0.09
H -3.45 -1.02 0.74 0.12
H -3.48 -2.89 2.37 0.13
H -4.30 -1.42 2.87 0.12
H -1.54 -2.32 3.86 0.12
H -3.06 -2.62 4.66 0.13
H -1.76 0.11 4.23 0.10
H -1.91 -0.80 5.74 0.14
H -4.48 -0.60 4.96 0.16
H -5.94 1.19 4.64 0.14
H -5.37 2.77 4.97 0.14
H -2.05 1.91 5.58 0.13
H -3.16 3.19 5.28 0.14
```

Values from the calculation:
**HOMO**: -0.5656 hartree
**Net charge**: +3
**LUMO**: -0.3104 Eh
**ΔE to the lowest compared entry with this formula, charge and spin**: 1.9616 eV
**HOMO-LUMO gap**: 6.94 eV

---

A molecular structure, C41H48As2MnN5O12S2, computed with ωB97M-V with the def2-TZVPD basis set.

Geometry as XYZ:
```
111
Properties=species:S:1:pos:R:3:lowdin_spin:R:1
Mn -0.25 -2.66 -0.82 1.98
C 4.94 -2.38 4.90 0.00
C 3.58 -2.35 4.27 0.00
C 2.73 -3.45 4.35 0.00
C 1.46 -3.42 3.80 0.00
C 1.05 -2.27 3.13 0.00
C 1.89 -1.16 3.01 0.00
C 3.14 -1.21 3.59 0.00
S -0.57 -2.30 2.51 0.01
O -1.44 -2.93 3.43 0.00
O -0.78 -0.80 2.26 0.01
N -0.65 -2.97 1.06 0.01
C -0.93 -4.34 0.86 0.00
C -1.56 -5.28 1.65 0.00
C -1.71 -6.55 1.10 0.00
C -1.28 -6.83 -0.19 0.00
C -0.70 -5.82 -0.93 0.00
N -0.51 -4.61 -0.39 -0.01
H 5.01 -3.16 5.65 0.00
H 5.17 -1.43 5.37 0.00
H 5.71 -2.58 4.15 0.00
H 3.05 -4.34 4.89 0.00
H 0.79 -4.26 3.93 0.00
H 1.56 -0.25 2.52 0.00
H 3.76 -0.33 3.54 0.00
H -1.93 -5.04 2.64 0.00
H -2.19 -7.33 1.69 0.00
H -1.40 -7.81 -0.62 0.00
H -0.36 -5.96 -1.95 0.00
C -0.67 -2.46 -5.21 0.00
S 0.46 -3.04 -3.97 0.02
C 1.72 -1.78 -4.08 0.01
O -0.32 -2.73 -2.67 0.07
H -0.15 -2.49 -6.17 0.00
H -0.97 -1.44 -4.95 0.00
H -1.52 -3.14 -5.24 0.00
H 2.29 -1.98 -4.99 0.00
H 2.36 -1.91 -3.21 0.00
H 1.25 -0.80 -4.09 0.00
C 0.66 6.83 -1.73 0.00
C 1.26 5.48 -1.43 0.00
C 1.11 4.41 -2.30 0.00
C 1.71 3.18 -2.04 0.00
C 2.47 3.02 -0.90 0.00
N 3.13 1.77 -0.71 0.00
C 3.49 1.22 0.46 0.00
O 3.32 1.67 1.57 0.00
N 4.20 -0.03 0.30 0.00
C 3.62 -1.21 -0.10 0.00
C 4.39 -2.37 -0.22 0.01
C 3.80 -3.56 -0.56 0.00
C 2.43 -3.61 -0.77 0.00
N 1.68 -2.50 -0.65 -0.04
C 2.25 -1.32 -0.34 0.00
C 2.63 4.07 -0.01 0.00
C 2.02 5.28 -0.28 0.00
H -0.05 6.77 -2.55 0.00
H 1.44 7.54 -2.01 0.00
H 0.14 7.23 -0.86 0.00
H 0.53 4.54 -3.21 0.00
H 1.59 2.36 -2.74 0.00
H 3.43 1.29 -1.55 0.00
H 5.00 -0.10 0.90 0.00
H 5.46 -2.32 -0.04 0.00
H 4.38 -4.47 -0.66 0.00
H 1.92 -4.53 -1.02 0.00
H 1.59 -0.46 -0.26 0.00
H 3.25 3.96 0.87 0.00
H 2.17 6.11 0.40 0.00
C -1.29 2.35 -4.87 0.00
O -1.86 2.16 -3.55 0.00
C -1.35 1.21 -2.81 0.00
O -0.54 0.39 -3.17 0.00
C -1.93 1.14 -1.43 0.00
C -2.76 2.01 -0.86 0.00
As -3.86 1.85 0.78 0.03
C -3.21 3.50 1.62 0.03
C -2.87 0.42 1.72 0.54
C -1.50 0.11 1.34 0.06
As -1.39 -0.50 -0.56 0.03
C -2.96 -1.60 -0.95 0.00
C -0.47 1.27 1.38 0.01
O 0.36 1.36 0.51 0.00
O -0.56 1.94 2.49 0.01
C 0.45 2.98 2.74 0.00
C -3.66 -0.71 2.27 0.05
O -3.39 -1.82 1.88 0.11
O -4.67 -0.50 3.08 0.00
C -4.88 0.79 3.71 0.01
C -3.05 3.36 -1.49 0.00
O -2.21 4.20 -1.60 0.00
O -4.35 3.46 -1.75 0.00
C -4.82 4.73 -2.28 0.00
H -1.66 3.31 -5.20 0.00
H -1.64 1.56 -5.53 0.00
H -0.20 2.35 -4.81 0.00
H -3.81 4.30 1.18 0.00
H -2.16 3.70 1.43 0.00
H -3.42 3.46 2.68 0.00
H -3.88 -1.10 -0.64 0.00
H -2.94 -2.57 -0.45 0.00
H -2.97 -1.72 -2.04 0.00
H -0.09 3.82 3.16 0.00
H 0.94 3.24 1.81 0.00
H 1.16 2.58 3.45 0.00
H -5.35 0.58 4.66 0.00
H -5.54 1.39 3.09 0.00
H -3.92 1.29 3.88 0.01
H -4.81 4.67 -3.37 0.00
H -4.17 5.54 -1.94 0.00
H -5.83 4.85 -1.92 0.00
```

Values from the calculation:
**HOMO (alpha / beta)**: -0.5316 / -0.5316 hartree
**Net charge**: +3
**LUMO (alpha / beta)**: -0.3295 / -0.3223 Eh
**Spin multiplicity**: 4
**HOMO-LUMO gap (alpha / beta)**: 5.50 / 5.69 eV

---

no.,E_tot (Ha)
1,-2481.67970
2,-9185.77205